# 1
{"formula": "C20H14F3NO3", "method": "ωB97M-V/def2-TZVPD", "elements": ["O", "C", "C", "C", "C", "N", "O", "O", "C", "C", "H", "H", "H", "H", "F", "C", "F", "F", "C", "C", "C", "C", "C", "C", "C", "C", "C", "C", "C", "C", "C", "H", "H", "H", "H", "H", "H", "H", "H", "H", "H"], "coordinates": [[0.7010, -1.6252, -0.8033], [1.9498, -1.6358, -0.7764], [2.7536, -2.8744, -0.7450], [4.1220, -2.8619, -0.7021], [4.8208, -1.6282, -0.6974], [6.2398, -1.6201, -0.6709], [6.8308, -0.5148, -0.6589], [6.8449, -2.7171, -0.6616], [4.1147, -0.3994, -0.7273], [2.7463, -0.3957, -0.7670], [2.2049, -3.8150, -0.7526], [4.6997, -3.7865, -0.6732], [4.6844, 0.5298, -0.7205], [2.1884, 0.5400, -0.7883], [-6.2574, -1.7079, -1.4405], [-5.9288, -0.5052, -2.0001], [-5.8807, -0.6935, -3.3503], [-6.9745, 0.3480, -1.7531], [-4.6462, 0.0303, -1.4528], [-3.7722, 0.6991, -2.3055], [-2.5868, 1.1700, -1.7903], [-2.2364, 0.9938, -0.4147], [-0.9857, 1.5205, -0.0130], [-0.3126, 1.4714, 1.2297], [0.8616, 2.2857, 1.3514], [1.5974, 2.3201, 2.5235], [1.2058, 1.5451, 3.6281], [0.0774, 0.7181, 3.5262], [-0.6642, 0.6585, 2.3500], [-3.1986, 0.3576, 0.4234], [-4.3808, -0.1349, -0.0980], [-4.0324, 0.8305, -3.3525], [-1.8956, 1.6950, -2.4485], [-0.4685, 2.0856, -0.7891], [1.1649, 2.8919, 0.4930], [2.4838, 2.9537, 2.5908], [1.7811, 1.5817, 4.5552], [-0.2197, 0.1024, 4.3780], [-1.4887, -0.0465, 2.2766], [-3.0370, 0.2754, 1.4911], [-5.1063, -0.6421, 0.5360]], "mulliken_charge": [-0.696, -0.007, -0.499, -0.312, 0.042, 0.931, -0.643, -0.639, -0.363, -0.123, 0.376, 0.418, 0.409, 0.331, -0.251, 0.847, -0.258, -0.237, 0.420, -0.849, -0.709, 1.188, -0.122, 1.095, -0.434, -0.702, -0.286, -0.866, -0.187, -0.326, -1.118, 0.439, 0.374, 0.191, 0.337, 0.389, 0.392, 0.384, 0.349, 0.295, 0.418], "gap_ev": 2.691, "lumo_ev": -3.787, "multiplicity": 1, "homo_energy_ev": -6.48, "charge": 0, "e_above_lowest_ev": 1.8269, "largest_force_ev_per_a": 1.74}

=====

# 2
{"formula": "C41H42P2Ru", "method": "ωB97M-V/def2-TZVPD", "elements": ["Ru", "C", "C", "C", "C", "C", "C", "C", "C", "C", "H", "H", "H", "H", "H", "H", "H", "H", "H", "H", "H", "H", "H", "H", "H", "P", "P", "C", "C", "C", "C", "C", "C", "C", "C", "C", "C", "C", "C", "C", "C", "C", "C", "C", "C", "C", "C", "C", "C", "C", "C", "C", "C", "H", "H", "H", "H", "H", "H", "H", "H", "H", "H", "H", "H", "H", "H", "H", "H", "H", "H", "H", "H", "H", "H", "C", "C", "C", "C", "C", "C", "H", "H", "H", "H", "H"], "coordinates": [[-3.8240, 1.4025, -4.2151], [-0.7360, -1.5766, -1.6366], [-0.8701, -2.3509, -2.7238], [-1.8434, -3.4579, -2.7890], [-3.2777, -2.8712, -2.8498], [-3.7378, -1.9359, -1.7834], [-3.3713, -1.8896, -0.4789], [-2.2758, -2.6893, 0.1367], [-0.8835, -2.1380, -0.2410], [-3.5602, 2.1799, -2.3336], [0.1184, -0.8994, -1.6629], [-0.1258, -2.2116, -3.5148], [-1.7539, -4.1473, -1.9442], [-1.6161, -4.0255, -3.7033], [-3.2889, -2.3384, -3.8188], [-3.9640, -3.7309, -2.9084], [-4.4438, -1.1778, -2.1226], [-3.9259, -1.2484, 0.2006], [-2.3620, -3.7548, -0.1347], [-2.3533, -2.5954, 1.2353], [-0.6342, -1.3346, 0.4595], [-0.1398, -2.9390, -0.0641], [-2.5057, 2.5079, -2.2498], [-3.7543, 1.4239, -1.5653], [-4.2168, 3.0511, -2.1544], [-4.2205, 0.5872, -6.2022], [-5.8669, 0.8163, -4.0184], [-5.0824, -0.9408, -5.8671], [-5.9302, -0.8405, -4.7953], [-4.4489, 1.2112, -7.8574], [-4.9411, 0.3445, -8.8539], [-5.0401, 0.8126, -10.1585], [-4.6872, 2.1313, -10.4575], [-4.2348, 3.0017, -9.4609], [-4.1215, 2.5505, -8.1499], [-2.4409, 0.6483, -5.8465], [-1.8334, 1.7131, -5.1265], [-0.4805, 1.5432, -4.7114], [0.2627, 0.5035, -5.2424], [-0.3071, -0.3877, -6.1671], [-1.6635, -0.3508, -6.4661], [-7.3791, 1.6474, -4.7666], [-7.3449, 2.0657, -6.1046], [-8.4829, 2.5903, -6.7270], [-9.6792, 2.7419, -6.0168], [-9.7225, 2.3264, -4.6843], [-8.5970, 1.7607, -4.0761], [-6.4819, 0.6064, -2.3147], [-6.6163, 1.7646, -1.5297], [-6.9198, 1.6524, -0.1719], [-7.1893, 0.3899, 0.3710], [-7.2052, -0.7425, -0.4473], [-6.8434, -0.6419, -1.7937], [-4.9116, -1.8196, -6.4924], [-6.6654, -1.5860, -4.4850], [-5.2294, -0.6723, -8.5874], [-5.3949, 0.1521, -10.9486], [-4.7774, 2.4883, -11.4817], [-3.9750, 4.0327, -9.7041], [-3.7836, 3.2043, -7.3415], [-2.3794, 2.6876, -5.0507], [-0.0692, 2.2625, -3.9979], [1.3105, 0.3455, -4.9585], [0.3083, -1.1594, -6.6169], [-2.1748, -1.0690, -7.0966], [-6.4157, 1.9891, -6.6794], [-8.4409, 2.8957, -7.7715], [-10.5631, 3.1836, -6.4870], [-10.6353, 2.4448, -4.1038], [-8.6729, 1.4255, -3.0428], [-6.4680, 2.7420, -1.9953], [-6.9497, 2.5482, 0.4509], [-7.4181, 0.2954, 1.4322], [-7.4935, -1.7145, -0.0417], [-6.8230, -1.5316, -2.4220], [0.8642, 1.6713, 0.7141], [1.3323, 1.5066, -0.5893], [0.4011, 1.2383, -1.6294], [-0.8872, 1.1047, -1.2154], [-1.4390, 1.2523, 0.0033], [-0.4950, 1.5794, 1.0214], [1.5860, 1.8559, 1.5107], [2.3909, 1.5297, -0.8350], [0.7264, 1.0496, -2.6458], [-2.5106, 1.1942, 0.1978], [-0.8571, 1.7465, 2.0338]], "mulliken_spin": [1.692, 0.381, 0.241, 0.101, 0.044, 0.057, 0.008, 0.006, 0.070, 0.164, -0.002, -0.005, 0.037, -0.005, -0.006, -0.009, 0.055, 0.003, 0.012, 0.005, 0.024, 0.031, 0.039, -0.075, 0.037, -0.017, 0.061, -0.005, -0.009, -0.023, 0.021, -0.008, 0.016, -0.003, 0.006, -0.074, 0.094, 0.018, 0.032, -0.020, 0.042, -0.038, 0.002, -0.001, 0.002, 0.000, 0.002, -0.040, 0.011, 0.000, 0.003, -0.002, 0.014, 0.008, -0.001, -0.001, 0.000, 0.001, 0.000, 0.013, 0.046, -0.001, 0.000, 0.002, -0.001, -0.017, 0.000, 0.000, 0.000, 0.000, -0.001, 0.000, 0.000, 0.000, 0.000, 0.001, 0.052, -0.099, 0.989, -0.111, 0.058, 0.002, 0.010, 0.032, 0.019, 0.009], "gap_ev": [7.268, 3.933], "lumo_ev": [-5.654, -9.491], "multiplicity": 5, "homo_energy_ev": [-12.92, -13.42], "charge": 2, "e_above_lowest_ev": 3.2203, "largest_force_ev_per_a": 4.50, "s2": 6.023}

=====

# 3
{"formula": "C70H73BrCoN9PSSi", "method": "ωB97M-V/def2-TZVPD", "elements": ["Co", "C", "N", "C", "N", "C", "C", "C", "C", "C", "C", "C", "C", "C", "C", "C", "C", "C", "C", "P", "C", "N", "C", "C", "N", "C", "C", "C", "C", "C", "C", "C", "C", "C", "C", "C", "C", "C", "C", "N", "C", "C", "N", "C", "C", "C", "C", "C", "C", "C", "C", "C", "C", "C", "C", "C", "H", "H", "H", "H", "H", "H", "H", "H", "H", "H", "H", "H", "H", "H", "H", "H", "H", "H", "H", "H", "H", "H", "H", "H", "H", "H", "H", "H", "H", "H", "H", "H", "H", "H", "H", "H", "H", "H", "H", "N", "C", "C", "C", "C", "C", "C", "N", "C", "C", "C", "S", "C", "N", "H", "H", "H", "H", "H", "H", "H", "C", "C", "C", "C", "Si", "Br", "C", "C", "C", "C", "C", "C", "C", "C", "H", "H", "H", "H", "H", "H", "H", "H", "H", "H", "H", "H", "H", "H", "H", "H", "H", "H", "H", "H", "H", "H", "H", "H", "H", "H", "H"], "coordinates": [[-0.3176, 0.0658, -0.5012], [3.1978, -3.9162, -0.0049], [2.6531, -2.6218, -0.4144], [1.4252, -2.1377, -0.1295], [1.3152, -0.9153, -0.6143], [2.4923, -0.5850, -1.2307], [3.3473, -1.6599, -1.1113], [4.7364, -1.9102, -1.5448], [5.0068, -2.8214, -2.5623], [6.3200, -3.0802, -2.9305], [7.3639, -2.4333, -2.2828], [7.0960, -1.5239, -1.2670], [5.7854, -1.2645, -0.8983], [2.7226, 0.7656, -1.7941], [2.2295, 3.2476, -1.4447], [2.5059, 3.9441, -2.7483], [3.6899, 3.3916, -3.4812], [4.2319, 2.1858, -3.3223], [3.8171, 1.0200, -2.5255], [0.1297, -3.0063, 0.8147], [-0.2895, -1.6316, 1.9290], [-0.4130, -0.3661, 1.5711], [-0.7347, 0.3475, 2.7077], [-0.8350, -0.5394, 3.7628], [-0.5294, -1.7792, 3.2501], [-0.4869, -3.0233, 4.0155], [-1.2214, -0.4073, 5.1858], [-2.5575, -0.2162, 5.5324], [-2.9309, -0.1448, 6.8660], [-1.9733, -0.2745, 7.8634], [-0.6435, -0.4827, 7.5254], [-0.2701, -0.5543, 6.1910], [-0.8623, 1.8235, 2.7184], [-0.2765, 2.5849, 1.7089], [-0.3914, 3.9660, 1.6884], [-1.0722, 4.6259, 2.7016], [-1.6278, 3.8849, 3.7329], [-1.5282, 2.5013, 3.7403], [-1.2268, -2.7416, -0.3704], [-1.3920, -1.6077, -1.0257], [-2.4594, -1.7761, -1.8693], [-2.9718, -3.0392, -1.6861], [-2.1692, -3.6404, -0.7400], [-2.2779, -5.0186, -0.2665], [-4.0757, -3.7304, -2.3754], [-5.0862, -4.3686, -1.6599], [-6.1215, -5.0066, -2.3273], [-6.1571, -5.0060, -3.7144], [-5.1565, -4.3648, -4.4333], [-4.1189, -3.7313, -3.7686], [-2.8990, -0.7379, -2.8194], [-1.9633, -0.0902, -3.6235], [-2.3707, 0.8618, -4.5475], [-3.7184, 1.1759, -4.6733], [-4.6549, 0.5343, -3.8716], [-4.2480, -0.4191, -2.9501], [2.6648, -4.2641, 0.8751], [4.2507, -3.7952, 0.2344], [3.0961, -4.6471, -0.8047], [4.1904, -3.3165, -3.0754], [6.5276, -3.7849, -3.7244], [8.3866, -2.6368, -2.5706], [7.9088, -1.0202, -0.7599], [5.5646, -0.5573, -0.1102], [1.4868, 3.8089, -0.8812], [2.6341, 5.0148, -2.5886], [4.1623, 4.0591, -4.1925], [5.1171, 1.9962, -3.9177], [4.4783, 0.1743, -2.6656], [-1.2044, -2.9604, 4.8285], [0.5066, -3.1845, 4.4311], [-0.7480, -3.8579, 3.3711], [-3.3022, -0.1180, 4.7507], [-3.9693, 0.0095, 7.1274], [-2.2649, -0.2189, 8.9036], [0.1036, -0.5888, 8.3007], [0.7665, -0.7163, 5.9260], [0.3199, 2.0872, 0.9586], [0.0701, 4.5369, 0.8909], [-1.1564, 5.7045, 2.6947], [-2.1477, 4.3839, 4.5401], [-1.9821, 1.9570, 4.5526], [-2.6568, -5.6411, -1.0718], [-2.9551, -5.0859, 0.5829], [-1.2939, -5.3727, 0.0290], [-5.0823, -4.3461, -0.5765], [-6.9031, -5.4979, -1.7635], [-6.9645, -5.5031, -4.2350], [-5.1814, -4.3633, -5.5147], [-3.3348, -3.2376, -4.3294], [-0.9149, -0.3582, -3.5448], [-1.6378, 1.3412, -5.1850], [-4.0404, 1.9043, -5.4063], [-5.7063, 0.7707, -3.9704], [-4.9785, -0.9149, -2.3217], [-2.9326, 2.9656, -1.2124], [-3.8623, 2.2334, -0.4805], [-5.2072, 2.4476, -0.2039], [-5.8374, 1.4838, 0.5566], [-5.1515, 0.3505, 1.0325], [-3.8146, 0.1495, 0.7599], [-3.1758, 1.1137, -0.0158], [-1.8693, 1.1895, -0.4668], [-1.7692, 2.2912, -1.1721], [-0.4869, 2.5815, -1.8230], [-0.3270, 3.5111, -2.7713], [1.0290, 3.7851, -3.8389], [1.7246, 1.8403, -1.6155], [0.4650, 1.5856, -1.5027], [-3.1036, 3.8348, -1.6888], [-5.7370, 3.3184, -0.5658], [-6.8849, 1.6040, 0.7966], [-5.6901, -0.3728, 1.6299], [-3.2746, -0.7146, 1.1269], [-1.2048, 4.0731, -3.0735], [3.1447, 3.2020, -0.8465], [2.3389, 3.5442, 4.0123], [3.1686, 2.4490, 4.7021], [4.0675, 3.1068, 5.7666], [2.1562, 1.5399, 5.4112], [4.2359, 1.4435, 3.4784], [2.7982, 0.9861, 1.7462], [5.6678, 2.4394, 2.6860], [6.1447, 1.8652, 1.3457], [6.8721, 2.4831, 3.6469], [5.2237, 3.8821, 2.4023], [4.7276, -0.3073, 4.0916], [3.5307, -1.2660, 4.2105], [5.4053, -0.2110, 5.4724], [5.7078, -0.9683, 3.1130], [1.7427, 4.0546, 4.7762], [1.6456, 3.1267, 3.2829], [2.9451, 4.2991, 3.5180], [3.4373, 3.5974, 6.5145], [4.7188, 3.8714, 5.3431], [4.6950, 2.3858, 6.2929], [1.5088, 2.1592, 6.0408], [2.6316, 0.8056, 6.0615], [1.5141, 1.0216, 4.6936], [6.5811, 0.8741, 1.4452], [6.9214, 2.5243, 0.9439], [5.3369, 1.8171, 0.6118], [7.3268, 1.5017, 3.7825], [6.6083, 2.8714, 4.6319], [7.6409, 3.1422, 3.2326], [4.3358, 3.9170, 1.7653], [6.0314, 4.4011, 1.8767], [5.0171, 4.4447, 3.3109], [2.8051, -0.9450, 4.9518], [3.9068, -2.2466, 4.5227], [3.0136, -1.3907, 3.2552], [4.7161, 0.1355, 6.2431], [6.2686, 0.4549, 5.4716], [5.7584, -1.2020, 5.7740], [5.2891, -1.0362, 2.1050], [5.9176, -1.9868, 3.4562], [6.6619, -0.4464, 3.0593]], "mulliken_spin": [0.958, 0.000, 0.002, 0.012, -0.021, -0.005, 0.000, 0.000, 0.001, 0.001, 0.000, 0.002, -0.001, -0.002, -0.015, 0.006, 0.007, -0.002, 0.015, 0.004, 0.008, 0.010, 0.003, 0.001, 0.001, 0.000, -0.002, 0.000, 0.000, 0.000, 0.000, 0.000, -0.002, 0.009, 0.000, 0.000, 0.000, 0.000, 0.006, 0.017, 0.012, 0.000, 0.001, 0.000, 0.000, 0.001, 0.000, 0.000, 0.000, 0.000, 0.008, 0.007, 0.005, 0.000, 0.000, -0.001, 0.000, 0.000, 0.000, 0.000, 0.000, 0.000, 0.000, -0.001, 0.000, 0.000, 0.000, 0.000, 0.002, 0.000, 0.000, 0.000, 0.000, 0.000, 0.000, 0.000, 0.000, -0.009, 0.000, 0.000, 0.000, 0.000, 0.000, 0.000, 0.000, 0.000, 0.000, 0.000, 0.000, 0.000, -0.011, 0.000, 0.000, 0.000, 0.000, 0.001, -0.001, 0.000, -0.001, 0.001, -0.005, 0.004, -0.032, 0.021, 0.008, -0.008, -0.003, 0.014, -0.042, 0.000, 0.000, 0.000, 0.000, 0.000, 0.000, -0.001, -0.001, 0.001, 0.000, 0.000, -0.004, 0.019, 0.000, -0.001, 0.000, 0.000, 0.000, 0.001, 0.000, 0.001, 0.000, 0.001, 0.000, 0.000, 0.000, 0.000, 0.000, 0.000, 0.000, 0.000, 0.000, 0.001, 0.000, 0.000, 0.000, 0.000, 0.000, 0.000, 0.000, 0.000, 0.000, 0.000, 0.000, 0.000, -0.001, 0.000, 0.000], "gap_ev": [6.921, 6.921], "lumo_ev": [-5.328, -5.326], "multiplicity": 2, "homo_energy_ev": [-12.25, -12.25], "charge": 2, "largest_force_ev_per_a": 0.74, "s2": 0.776}